# 1
{"formula": "C8H12", "method": "ωB97M-V/def2-TZVPD", "elements": ["C", "C", "C", "C", "C", "C", "C", "C", "H", "H", "H", "H", "H", "H", "H", "H", "H", "H", "H", "H"], "xyz": [[3.197, -0.343, -0.384], [2.079, 0.244, -0.011], [1.277, 1.151, 0.859], [0.543, 0.301, -0.269], [-0.691, -0.622, -0.044], [-0.492, -2.064, 0.160], [-1.918, -0.113, 0.097], [-2.366, 1.317, -0.306], [4.090, -0.090, 0.037], [3.113, -1.025, -1.096], [1.404, 2.259, 0.579], [0.984, 0.806, 1.928], [0.254, 1.024, -1.183], [-1.457, -2.586, 0.666], [0.287, -2.146, 0.773], [-0.187, -2.444, -0.864], [-2.683, -0.719, 0.285], [-3.534, 1.485, -0.340], [-1.987, 1.650, -1.377], [-1.915, 1.916, 0.490]], "nbo_charge": [-0.39, 0.04, -0.45, -0.30, 0.02, -0.61, -0.19, -0.66, 0.20, 0.20, 0.23, 0.24, 0.22, 0.21, 0.20, 0.22, 0.18, 0.22, 0.21, 0.22], "e_tot_ev": -8485.9651, "e_above_lowest_kj_mol": 349.0, "homo_ev": -8.7}

# 2
{"formula": "C20H24CoN2O3S", "method": "ωB97M-V/def2-TZVPD", "elements": ["C", "C", "H", "H", "H", "H", "H", "H", "C", "C", "C", "C", "H", "H", "H", "H", "N", "C", "C", "N", "C", "C", "C", "H", "H", "C", "H", "H", "Co", "C", "H", "H", "H", "C", "C", "C", "C", "C", "C", "C", "S", "O", "O", "O", "H", "H", "H", "H", "H", "H", "H"], "xyz": [[-0.615, 1.331, 1.277], [-0.460, -1.085, 1.504], [0.312, 1.848, 1.582], [-1.120, 0.992, 2.193], [-1.293, 2.058, 0.800], [0.161, -1.971, 1.312], [-0.136, -0.697, 2.482], [-1.518, -1.383, 1.589], [0.635, 2.584, -1.361], [0.887, 3.424, -2.446], [1.067, 2.887, -3.721], [0.992, 1.505, -3.873], [0.497, 2.951, -0.345], [0.932, 4.496, -2.269], [1.259, 3.533, -4.577], [1.120, 1.022, -4.836], [0.518, 1.246, -1.517], [0.731, 0.699, -2.757], [0.596, -0.743, -2.771], [0.298, -1.267, -1.537], [0.117, -2.602, -1.422], [0.477, -2.927, -3.791], [0.199, -3.450, -2.527], [-0.120, -2.963, -0.422], [0.028, -4.512, -2.372], [0.674, -1.555, -3.907], [0.870, -1.077, -4.863], [0.529, -3.577, -4.663], [0.021, 0.021, -0.132], [-1.928, 0.015, -0.266], [-2.232, -0.959, -0.672], [-2.200, 0.793, -0.995], [-2.526, 0.194, 0.639], [0.512, 0.923, 7.191], [1.106, 0.701, 5.822], [1.359, -0.598, 5.367], [1.924, -0.831, 4.115], [2.207, 0.249, 3.269], [1.998, 1.556, 3.724], [1.425, 1.769, 4.975], [2.967, -0.032, 1.661], [3.756, 1.160, 1.433], [3.627, -1.308, 1.821], [1.843, -0.128, 0.653], [-0.465, 0.432, 7.293], [1.149, 0.514, 7.987], [0.374, 1.989, 7.393], [1.115, -1.450, 6.009], [2.159, -1.837, 3.779], [2.299, 2.386, 3.090], [1.231, 2.794, 5.305]], "nbo_charge": [-0.74, -0.77, 0.21, 0.21, 0.19, 0.19, 0.21, 0.19, 0.09, -0.24, -0.15, -0.23, 0.23, 0.23, 0.23, 0.22, -0.54, 0.25, 0.14, -0.51, 0.10, -0.15, -0.24, 0.23, 0.23, -0.21, 0.22, 0.23, 1.35, -0.91, 0.19, 0.19, 0.20, -0.63, -0.03, -0.22, -0.18, -0.34, -0.21, -0.17, 2.43, -0.98, -0.98, -1.08, 0.22, 0.22, 0.21, 0.21, 0.24, 0.24, 0.20], "e_tot_ev": -78709.3728, "e_above_lowest_kj_mol": 211.0, "s2": 3.86, "spin_multiplicity": 4, "homo_ev": [-5.9, -8.5]}

# 3
{"formula": "C6H9NO", "method": "ωB97M-V/def2-TZVPD", "elements": ["C", "C", "C", "C", "C", "C", "H", "H", "H", "H", "H", "H", "H", "H", "H", "N", "O"], "xyz": [[0.537, 1.874, 0.484], [-1.481, 0.850, -0.493], [-1.890, -0.682, -0.456], [-1.113, -1.375, 0.494], [0.251, -0.475, 0.586], [1.441, -0.975, -0.072], [0.836, 1.629, 1.813], [1.597, 1.830, -0.232], [-0.183, 2.790, 0.018], [-1.181, 1.176, -1.663], [-2.056, 1.611, 0.195], [-2.874, -0.947, -0.829], [-1.118, -2.465, 1.231], [0.071, -0.346, 1.713], [1.394, -2.345, -0.278], [-0.163, 0.677, -0.022], [2.273, -0.371, -0.634]], "nbo_charge": [-0.45, -0.24, -0.22, -0.17, -0.24, 0.50, 0.18, 0.24, 0.22, 0.21, 0.21, 0.22, 0.26, 0.22, 0.04, -0.50, -0.50], "e_tot_ev": -9898.0101, "e_above_lowest_kj_mol": 732.7, "homo_ev": -8.2}

# 4
{"formula": "C28H46Br2ClF2N3O2Si", "method": "ωB97M-V/def2-TZVPD", "elements": ["C", "C", "N", "C", "O", "C", "C", "F", "F", "C", "C", "Si", "C", "C", "C", "C", "C", "C", "C", "C", "C", "O", "C", "Cl", "Br", "C", "Br", "C", "C", "H", "H", "H", "H", "H", "H", "H", "H", "H", "H", "H", "H", "H", "H", "H", "H", "H", "H", "H", "H", "H", "H", "H", "H", "H", "H", "H", "H", "H", "H", "H", "H", "C", "C", "C", "C", "N", "H", "H", "H", "H", "H", "H", "H", "C", "C", "C", "C", "N", "H", "H", "H", "H", "H", "H", "H"], "xyz": [[-4.508, -1.049, 1.838], [-3.617, -1.505, 3.168], [-2.597, -0.485, 3.603], [-1.528, -0.212, 2.575], [-0.341, 0.476, 3.185], [-0.516, 1.936, 3.163], [0.295, 2.698, 1.934], [0.584, 4.101, 2.414], [-0.587, 2.815, 0.749], [1.771, 2.037, 1.608], [2.433, 2.726, 0.269], [3.950, 1.711, -0.448], [5.580, 2.145, 0.499], [3.701, -0.222, -0.200], [4.112, 1.930, -2.394], [5.450, 1.204, -3.061], [5.657, 1.283, -4.690], [4.510, 2.095, -5.565], [3.174, 2.826, -4.881], [2.968, 2.744, -3.242], [-1.116, -1.459, 1.610], [-0.132, -0.905, 0.620], [-0.687, -1.056, -0.764], [0.611, -0.676, -2.086], [-2.215, 0.200, -1.147], [-0.409, -2.744, 2.301], [-0.126, -2.691, 4.267], [1.064, -3.164, 1.628], [2.317, -2.277, 2.229], [-4.164, -1.584, 0.849], [-5.610, -1.457, 2.050], [-4.542, 0.112, 1.694], [-4.416, -1.576, 4.052], [-3.190, -2.613, 3.069], [-2.221, -0.651, 4.562], [-1.988, 0.621, 1.851], [-1.651, 2.276, 3.238], [-0.010, 2.343, 4.165], [1.608, 0.883, 1.496], [2.491, 2.198, 2.519], [1.608, 2.666, -0.587], [2.716, 3.847, 0.499], [5.438, 1.821, 1.637], [5.846, 3.284, 0.520], [6.500, 1.489, 0.115], [2.565, -0.443, 0.046], [4.448, -0.672, 0.593], [3.919, -0.811, -1.215], [6.221, 0.645, -2.347], [6.593, 0.736, -5.171], [4.664, 2.139, -6.743], [2.340, 3.378, -5.494], [2.047, 3.210, -2.671], [-2.004, -1.872, 0.927], [-1.015, -2.178, -0.993], [-1.104, -3.689, 2.080], [1.031, -3.234, 0.460], [1.251, -4.279, 2.012], [2.016, -1.179, 2.501], [2.631, -2.800, 3.254], [3.275, -2.360, 1.539], [-4.844, 5.712, 0.030], [-3.843, 4.647, 0.468], [-3.358, 3.773, -0.691], [-4.538, 3.047, -1.316], [-5.517, 2.445, -1.834], [-5.756, 5.265, -0.380], [-5.140, 6.329, 0.883], [-4.409, 6.369, -0.732], [-4.308, 4.019, 1.238], [-2.981, 5.139, 0.931], [-2.634, 3.036, -0.328], [-2.866, 4.385, -1.454], [-0.720, -4.700, -2.842], [-1.334, -6.093, -2.945], [-2.315, -6.397, -1.811], [-1.594, -6.323, -0.475], [-0.996, -6.263, 0.634], [-0.130, -4.585, -1.928], [-0.049, -4.517, -3.687], [-1.498, -3.928, -2.850], [-0.527, -6.836, -2.948], [-1.856, -6.181, -3.904], [-2.736, -7.399, -1.937], [-3.141, -5.678, -1.814]], "mulliken_charge": [-0.62, -0.33, -0.23, -0.15, -0.33, -0.84, 1.02, -0.38, -0.27, -0.41, -0.15, 0.21, -0.94, -0.24, 0.39, -0.22, -0.44, -0.31, -0.45, -0.13, 0.43, -0.07, 0.14, -0.18, -0.10, -0.67, -0.11, -0.32, -0.76, 0.16, 0.33, 0.10, 0.43, 0.13, 0.35, -0.25, 0.34, 0.30, -0.20, 0.41, -0.12, 0.33, 0.26, 0.31, 0.20, -0.41, 0.28, 0.31, 0.16, 0.27, 0.26, 0.28, 0.22, 0.01, 0.29, 0.47, 0.04, 0.38, 0.16, 0.40, 0.20, -1.28, -0.42, 0.89, 0.06, -0.54, 0.33, 0.37, 0.32, 0.28, 0.35, -0.69, 0.34, -0.86, -0.55, -0.35, 0.30, -0.53, 0.19, 0.36, 0.25, 0.32, 0.33, 0.31, 0.28], "e_tot_ev": -204252.1979, "homo_ev": -8.4}

# 5
{"formula": "C3H3ClF3NO", "method": "ωB97M-V/def2-TZVPD", "elements": ["N", "C", "O", "C", "F", "Cl", "C", "F", "F", "H", "H", "H"], "xyz": [[0.257, -1.269, -0.207], [0.770, 0.049, -0.028], [-0.351, 0.937, 0.209], [-1.904, 0.756, 0.417], [-2.254, -0.018, 1.452], [-2.692, 0.253, -1.062], [2.173, 0.179, -0.096], [2.948, -0.816, -0.484], [2.879, 1.323, 0.139], [0.816, -1.918, -0.700], [-0.715, -1.333, -0.449], [-1.927, 1.858, 0.809]], "nbo_charge": [-0.84, 0.34, -0.58, 0.42, -0.31, 0.02, 0.58, -0.30, -0.32, 0.39, 0.38, 0.23], "e_tot_ev": -27368.8344, "e_above_lowest_kj_mol": 276.8, "homo_ev": -8.1}

# 6
{"formula": "C2H8N", "method": "ωB97M-V/def2-TZVPD", "elements": ["C", "N", "C", "H", "H", "H", "H", "H", "H", "H", "H"], "xyz": [[2.117, -0.382, -0.703], [-0.892, 0.736, 0.217], [-1.966, 0.029, 0.596], [1.072, -0.656, -0.740], [2.519, -0.519, 0.305], [2.206, 0.678, -0.912], [-1.054, 1.750, 0.418], [2.722, -0.942, -1.400], [-2.160, -0.783, -0.139], [-2.866, 0.611, 0.811], [-1.698, -0.521, 1.548]], "nbo_charge": [-0.85, 0.13, -0.59, 0.18, 0.22, 0.21, 0.38, 0.24, 0.36, 0.27, 0.45], "e_tot_ev": -3681.4647, "e_above_lowest_kj_mol": 550.0, "charge": 1, "homo_ev": -16.4}

# 7
{"formula": "C4H9N", "method": "ωB97M-V/def2-TZVPD", "elements": ["C", "C", "C", "C", "N", "H", "H", "H", "H", "H", "H", "H", "H", "H"], "xyz": [[1.479, -0.005, 0.352], [0.395, -0.922, 0.582], [1.305, -1.914, 1.051], [-1.670, 1.910, -1.312], [-0.848, -0.908, 0.307], [2.042, -0.097, -0.580], [-1.735, 0.847, -1.118], [2.005, 0.544, 1.131], [0.809, -2.798, 1.458], [2.362, -1.901, 1.311], [-0.628, 2.131, -1.024], [-2.278, 2.465, -0.601], [-1.834, 2.279, -2.316], [-1.406, -1.633, 0.757]], "nbo_charge": [0.20, 0.04, -0.30, -0.85, -0.40, 0.25, 0.22, 0.25, 0.30, 0.28, 0.18, 0.23, 0.23, 0.39], "e_tot_ev": -5770.8014, "e_above_lowest_kj_mol": 543.8, "s2": 0.79, "charge": 1, "spin_multiplicity": 2, "homo_ev": [-15.4, -15.6]}